1.
Density functional theory data (ωB97M-V with the def2-TZVPD basis set) for a cluster of 7 separate species, C23H54F9O9PS in total in a non-equilibrium geometry.

```
97
Properties=species:S:1:pos:R:3:mulliken_charge:R:1
C 2.292 -0.395 3.578 -1.690
C 2.702 0.147 2.194 1.178
C 3.413 -0.978 1.417 -1.593
C 1.406 0.526 1.453 -0.377
C 1.630 1.341 0.165 -1.530
C 1.248 2.829 0.261 -0.078
O 0.150 3.101 1.125 -0.304
C -1.054 2.901 0.568 0.562
O -1.254 2.739 -0.615 -0.601
C -2.163 2.893 1.591 -0.863
C -2.273 1.570 2.355 -0.690
C -3.263 0.568 1.735 1.128
F -3.978 0.022 2.763 -0.306
F -4.151 1.171 0.919 -0.222
C -2.473 -0.560 1.019 0.219
F -1.934 -1.324 2.002 -0.295
F -1.430 -0.077 0.303 -0.145
S -3.482 -1.686 -0.144 1.472
F -3.731 -0.482 -1.141 -0.280
F -2.154 -2.036 -0.963 -0.332
F -3.190 -2.961 0.754 -0.319
F -4.822 -1.431 0.637 -0.305
F -4.280 -2.618 -1.143 -0.301
P 2.673 3.801 0.961 0.386
O 2.301 4.745 2.039 -0.665
H 2.073 -1.459 3.541 0.295
H 3.100 -0.257 4.297 0.385
H 1.425 0.123 3.987 0.433
H 3.367 0.997 2.325 0.260
H 3.006 -1.940 1.723 0.177
H 4.468 -1.013 1.647 0.372
H 3.249 -0.880 0.352 0.328
H 0.746 1.011 2.166 0.208
H 0.966 -0.425 1.155 0.201
H 2.703 1.308 -0.044 0.825
H 1.149 0.911 -0.694 0.357
H 1.118 3.205 -0.749 0.710
H -1.889 3.652 2.324 0.407
H -3.083 3.230 1.134 0.402
H -1.296 1.112 2.464 -0.121
H -2.601 1.785 3.366 0.562
H 3.677 2.887 1.335 0.022
H 3.176 4.535 -0.140 0.060
C 6.763 -0.944 -2.352 -0.998
C 6.655 -1.165 -0.853 -0.268
O 5.371 -1.647 -0.481 -0.319
H 6.004 -0.235 -2.685 0.165
H 7.747 -0.560 -2.625 0.362
H 6.594 -1.879 -2.892 0.336
H 6.806 -0.227 -0.318 0.297
H 7.418 -1.879 -0.519 0.245
H 5.231 -2.485 -0.933 0.179
C 3.931 -5.729 2.265 -1.038
C 4.623 -5.107 1.066 -0.279
O 5.258 -3.877 1.405 -0.374
H 3.189 -5.041 2.672 0.238
H 3.434 -6.661 1.993 0.339
H 4.651 -5.938 3.059 0.319
H 3.899 -4.882 0.283 0.282
H 5.369 -5.797 0.656 0.337
H 5.908 -4.063 2.089 0.220
C -4.598 0.327 -4.772 -0.715
C -4.480 -1.086 -5.317 -0.417
O -3.253 -1.685 -4.905 -0.517
H -3.758 0.935 -5.113 0.290
H -5.528 0.801 -5.091 0.334
H -4.567 0.320 -3.679 0.161
H -4.487 -1.089 -6.406 0.330
H -5.319 -1.697 -4.967 0.262
H -3.260 -1.676 -3.943 0.269
C 2.041 2.996 -4.655 -1.156
C 2.477 1.956 -3.640 -0.273
O 1.487 1.763 -2.628 -0.307
H 1.842 3.949 -4.162 0.285
H 2.808 3.149 -5.415 0.376
H 1.118 2.688 -5.150 0.324
H 3.387 2.274 -3.132 0.278
H 2.676 0.999 -4.134 0.281
H 0.679 1.470 -3.063 0.184
C -2.632 -3.237 4.797 -0.831
C -2.766 -2.429 6.073 -0.259
O -2.619 -1.033 5.817 -0.490
H -1.662 -3.053 4.333 0.163
H -2.732 -4.306 4.989 0.385
H -3.398 -2.941 4.076 0.223
H -1.991 -2.703 6.787 0.299
H -3.740 -2.607 6.540 0.258
H -3.308 -0.777 5.195 0.254
C -6.211 3.123 -2.149 -0.592
C -5.521 3.730 -3.358 -0.069
O -4.718 4.845 -2.983 -0.529
H -6.836 3.867 -1.656 0.331
H -6.835 2.274 -2.436 0.334
H -5.475 2.779 -1.418 -0.139
H -6.256 4.088 -4.077 0.302
H -4.891 2.982 -3.849 0.090
H -4.058 4.534 -2.357 0.306
```

Values from the calculation:
**Charge**: 0
**HOMO**: -9.88 eV
**Spin multiplicity**: 1
**LUMO level**: 0.3 eV
**SMILES**: CC(C)CC[C@@H](OC(=O)CCC(F)(F)C(F)(F)S(F)(F)(F)(F)F)[PH2]=O.CCO.CCO.CCO.CCO.CCO.CCO
**Kohn-Sham gap**: 0.3724 Ha
**Energy**: -87732.51235 eV

2.
Density functional theory data (ωB97M-V with the def2-TZVPD basis set) for a cluster of 4 separate species, C23H54N6O8PS in total in a non-equilibrium geometry.

```
93
Properties=species:S:1:pos:R:3:mulliken_charge:R:1
C 1.177 -1.035 -1.262 -0.747
O 1.953 0.150 -1.135 -0.456
C 2.785 0.116 -0.007 -0.414
C 2.971 1.560 0.457 0.729
C 4.314 1.855 1.117 -1.040
C 4.625 1.065 2.408 -0.946
C 4.109 1.821 3.662 -1.034
C 2.606 1.715 3.756 0.487
C 2.011 0.492 3.534 -0.457
C 0.638 0.445 3.634 -0.657
N -0.184 1.426 3.876 -1.023
N 0.379 2.601 4.086 0.983
P -0.914 3.872 4.375 0.715
N -2.303 3.270 4.118 -0.779
O -0.871 4.473 5.847 -0.449
O -0.725 5.006 3.256 -0.316
C 1.706 2.740 4.057 0.148
S 2.450 4.372 4.440 1.475
C 3.068 4.996 2.877 -0.995
O 3.511 4.186 5.371 -0.634
O 1.488 5.317 4.914 -0.617
H 0.380 -1.104 -0.516 0.314
H 1.839 -1.898 -1.168 0.411
H 0.724 -1.011 -2.247 0.246
H 3.744 -0.372 -0.214 0.267
H 2.281 -0.441 0.798 0.147
H 2.914 2.175 -0.444 0.574
H 2.106 1.839 1.063 -0.694
H 5.119 1.752 0.395 0.512
H 4.312 2.909 1.394 0.245
H 5.709 1.043 2.505 0.414
H 4.278 0.037 2.383 0.570
H 4.502 1.332 4.555 0.410
H 4.497 2.826 3.633 0.380
H 2.599 -0.378 3.307 0.666
H 0.166 -0.521 3.491 0.588
H -2.868 3.334 4.956 0.224
H -1.720 4.923 5.957 0.320
H -0.144 4.652 2.563 0.298
H 2.487 4.605 2.043 0.182
H 2.885 6.067 2.934 0.521
H 4.138 4.850 2.783 0.443
C -1.852 -6.408 1.312 -1.515
C -1.433 -5.824 -0.035 0.419
C 0.003 -5.275 -0.046 -0.696
O 0.162 -4.017 0.595 -0.208
C 0.278 -4.078 2.001 -0.465
N -2.409 -4.813 -0.444 -0.635
H -2.095 -5.632 2.038 0.301
H -2.744 -7.020 1.191 0.374
H -1.067 -7.041 1.732 0.348
H -1.466 -6.638 -0.766 0.445
H 0.289 -5.104 -1.087 0.215
H 0.715 -6.004 0.362 0.411
H 0.809 -4.975 2.329 0.337
H -0.704 -4.031 2.479 0.255
H 0.846 -3.202 2.325 -0.074
H -2.191 -4.500 -1.395 0.274
H -2.251 -3.989 0.130 0.365
C -1.966 5.407 -0.796 -1.544
C -0.568 4.808 -0.905 0.290
C -0.266 4.176 -2.270 -0.746
O -0.869 2.915 -2.476 -0.323
C -2.227 2.953 -2.887 -0.695
N -0.377 3.840 0.186 -0.261
H -2.733 4.644 -0.667 0.315
H -2.027 6.067 0.070 0.360
H -2.210 5.996 -1.681 0.389
H 0.145 5.626 -0.763 0.361
H 0.812 3.993 -2.326 0.338
H -0.512 4.862 -3.089 0.457
H -2.430 3.810 -3.534 0.320
H -2.898 2.968 -2.026 0.264
H -2.427 2.041 -3.447 0.232
H 0.589 3.516 0.168 -0.030
H -0.912 3.008 -0.052 0.267
C -3.561 -2.760 -4.573 -1.526
C -2.197 -3.441 -4.614 0.272
C -1.881 -4.117 -5.956 -0.672
O -2.546 -5.345 -6.166 -0.384
C -3.882 -5.240 -6.629 -0.636
N -2.104 -4.386 -3.494 -0.505
H -4.375 -3.475 -4.457 0.341
H -3.615 -2.078 -3.724 0.337
H -3.739 -2.179 -5.479 0.368
H -1.442 -2.662 -4.463 0.193
H -0.815 -4.360 -5.966 0.335
H -2.057 -3.433 -6.797 0.448
H -4.012 -4.384 -7.297 0.299
H -4.582 -5.173 -5.794 0.228
H -4.112 -6.149 -7.183 0.263
H -1.158 -4.760 -3.463 0.236
H -2.677 -5.194 -3.727 0.247
```

Values from the calculation:
**Charge**: +1
**HOMO**: -10.51 eV
**Spin multiplicity**: 1
**LUMO level**: -5.4 eV
**Kohn-Sham gap**: 0.1892 Ha
**Energy**: -70161.05251 eV

3.
Density functional theory data (ωB97M-V with the def2-TZVPD basis set) for a structure of composition C23H55ClInNO14P in a non-equilibrium geometry.

```
96
Properties=species:S:1:pos:R:3:mulliken_charge:R:1
C 1.321 3.184 -3.228 -0.457
C 0.492 2.787 -4.211 -0.546
In -1.639 3.304 -4.093 0.712
Cl -2.326 4.387 -6.172 -0.548
N -2.010 4.748 -2.512 -0.623
C -3.191 4.729 -2.270 0.694
O -4.353 4.832 -2.053 -0.586
P -3.196 1.328 -3.559 0.713
O -2.927 0.098 -4.333 -0.658
O -3.089 1.070 -1.927 -0.526
O -4.748 1.804 -3.824 -0.531
H 1.089 3.117 -2.167 0.197
H 2.306 3.580 -3.497 0.188
H 0.910 2.262 -5.069 0.315
H -2.269 1.494 -1.649 0.325
H -4.741 2.751 -4.008 0.315
C -6.800 6.937 -1.880 -0.776
O -7.748 7.861 -2.400 -0.408
C -7.270 9.193 -2.437 -0.477
C -6.806 9.585 -3.825 -0.494
O -5.660 8.853 -4.219 -0.366
C -5.942 7.777 -5.100 -0.681
H -7.152 5.933 -2.105 0.235
H -5.817 7.068 -2.331 0.371
H -6.719 7.046 -0.793 0.378
H -6.461 9.337 -1.714 0.306
H -8.104 9.842 -2.146 0.389
H -6.522 10.643 -3.816 0.362
H -7.618 9.459 -4.547 0.312
H -6.168 8.157 -6.103 0.309
H -6.778 7.172 -4.743 0.299
H -5.054 7.150 -5.154 0.248
C 2.201 2.391 1.758 -0.856
O 2.211 2.190 0.358 -0.255
C 3.513 2.244 -0.209 -0.559
C 4.052 0.858 -0.483 -0.293
O 4.270 0.131 0.720 -0.418
C 3.227 -0.788 0.989 -0.212
H 1.216 2.106 2.126 0.241
H 2.955 1.781 2.262 0.346
H 2.370 3.448 1.994 0.350
H 4.194 2.805 0.439 0.327
H 3.430 2.781 -1.158 0.330
H 5.019 0.946 -0.988 0.396
H 3.374 0.312 -1.146 0.172
H 3.303 -1.651 0.318 -0.010
H 2.242 -0.327 0.876 0.315
H 3.335 -1.133 2.018 0.156
C 2.647 -5.245 -4.742 -0.690
O 3.171 -5.517 -3.454 -0.374
C 4.205 -4.622 -3.072 -0.740
C 3.700 -3.549 -2.132 -0.260
O 2.779 -2.681 -2.770 -0.344
C 1.423 -2.958 -2.453 -0.692
H 1.724 -5.814 -4.851 0.243
H 2.423 -4.185 -4.873 0.298
H 3.352 -5.567 -5.516 0.320
H 4.668 -4.168 -3.953 0.367
H 4.968 -5.214 -2.556 0.381
H 4.548 -2.933 -1.812 0.338
H 3.254 -3.999 -1.239 0.292
H 1.195 -2.619 -1.436 0.199
H 1.197 -4.023 -2.540 0.345
H 0.799 -2.406 -3.153 0.300
C 1.521 -0.895 5.013 -0.753
O 2.897 -1.219 4.920 -0.198
C 3.604 -0.993 6.129 -0.601
C 3.834 -2.285 6.885 -0.541
O 2.614 -2.848 7.340 -0.425
C 2.162 -3.914 6.520 -0.631
H 1.022 -1.311 4.139 0.161
H 1.065 -1.315 5.913 0.385
H 1.383 0.192 5.009 0.321
H 3.076 -0.270 6.757 0.351
H 4.575 -0.563 5.862 0.375
H 4.445 -2.074 7.769 0.398
H 4.380 -2.998 6.260 0.304
H 2.764 -4.812 6.696 0.391
H 2.200 -3.654 5.461 0.167
H 1.129 -4.129 6.788 0.291
C -1.834 -7.234 2.762 -0.698
O -1.230 -6.173 2.048 -0.342
C -1.145 -4.970 2.797 -0.773
C 0.244 -4.759 3.358 0.059
O 0.578 -5.744 4.328 -0.357
C 1.423 -6.758 3.814 -0.832
H -1.646 -8.154 2.210 0.233
H -1.418 -7.336 3.767 0.287
H -2.917 -7.081 2.830 0.320
H -1.887 -4.963 3.601 0.361
H -1.378 -4.147 2.116 0.402
H 0.276 -3.787 3.862 0.004
H 0.984 -4.745 2.552 0.367
H 2.443 -6.378 3.693 0.320
H 1.062 -7.138 2.856 0.398
H 1.436 -7.575 4.534 0.250
```

Values from the calculation:
**Charge**: -1
**HOMO**: -5.35 eV
**Spin multiplicity**: 1
**LUMO level**: 1.9 eV
**Kohn-Sham gap**: 0.2675 Ha
**Energy**: -81881.60595 eV

- The highest LUMO level belongs to which entry?
  C23H55ClInNO14P

- Number 3 is which compound?
  C23H55ClInNO14P

- The highest charge belongs to which entry?
  C23H54N6O8PS